58
Properties=species:S:1:pos:R:3 method="wB97M-V/def2-TZVPD" total_charge=0 homo_lumo_gap_ev=8.5 e_tot_ha=-1396.04116 spin_multiplicity=1 homo_energy_ev=-8.7 fmax_ev_per_a=2.9
O -1.7899 -1.2664 -3.1369
O -2.6358 -2.7353 -0.8291
O -1.0916 1.0063 -3.8458
O 2.9658 1.3743 1.6114
O -0.1717 4.2580 0.4344
O -0.2022 -3.9230 -1.3143
O 1.5704 -3.0395 2.3824
O 0.7553 -2.2178 -3.5976
O -1.8803 1.6249 1.0575
O -2.0438 1.1283 -1.0563
O -0.9418 1.2954 3.6700
O 1.1329 3.0326 2.7999
O 2.5786 3.6772 0.4516
O 2.9696 -0.8221 3.3956
O -4.3196 0.0836 0.1796
N 0.1718 -0.8459 -0.7022
C -1.1447 -1.0300 1.2957
C 1.5077 -0.5730 -1.2175
C 1.7032 0.7955 -1.8454
C -1.4490 0.9292 -0.0319
C -0.3414 -0.1033 0.4270
H -2.0252 -2.0562 -3.6499
H -0.2475 -4.0470 -2.2755
H 2.2190 -0.8243 -0.3800
H -4.3477 -0.8244 0.5037
H 1.4171 -1.5590 -3.8271
H -1.4061 2.0533 4.0259
H 2.7945 -0.0050 2.9006
H 2.7001 2.1090 1.0048
H -2.6834 2.1591 1.0379
H -0.0719 3.8953 1.3300
H 2.6762 1.0780 -2.2142
H -1.3320 0.8097 2.9453
H -3.1406 -3.1071 -1.5615
H -1.7116 -0.6060 2.1154
H 1.7589 4.1789 0.6146
H 2.5561 -0.7367 4.2594
H 3.9185 1.3237 1.4765
H -1.6917 1.2508 -3.1383
H 0.5350 0.4310 0.8375
H -2.0274 -1.6020 -2.2504
H 0.2531 2.6302 2.9028
H -1.4372 0.2581 -4.3215
H 0.9163 1.0201 -2.5890
H -0.2231 -4.8322 -0.9885
H 0.1036 -1.8619 -0.6492
H 0.1067 -1.7567 -3.0540
H 1.9392 -3.6892 1.7746
H -0.5027 -1.8137 1.7736
H -3.8566 0.0758 -0.6669
H 1.7688 -1.3382 -1.9686
H -1.7148 -3.0589 -0.9567
H -1.9272 -1.5352 0.7008
H -0.7794 3.6614 -0.0124
H 1.7988 2.3386 2.8959
H 2.8649 4.1042 -0.3654
H 1.3275 1.5852 -1.1528
H 2.1282 -2.3579 2.7949

***

58
Properties=species:S:1:pos:R:3 method="wB97M-V/def2-TZVPD" total_charge=+1 s2=0.773 homo_lumo_gap_ev="9.4 / 5.1" e_tot_ha=-1300.59498 spin_multiplicity=2 homo_energy_ev="-12.8 / -12.8" fmax_ev_per_a=4.4
O 2.2405 0.7315 1.2525
O -3.0900 -2.2871 0.8286
O 3.2996 1.4608 -1.1599
O -2.9961 4.3874 -1.9308
O -0.3980 4.4987 -2.5606
O 2.1100 3.7294 -1.7479
O 1.7926 -3.5087 1.1825
O 0.7302 -1.1628 2.1504
O 0.6275 -4.3235 3.3607
O -1.6597 -0.4638 2.9424
O -1.5727 -4.4582 1.8249
O 1.0195 -4.9590 -0.9373
O 3.4161 -2.1721 2.7559
N 1.0515 0.5078 -3.1418
N -2.1762 2.3822 -0.1687
C 0.3618 -0.1060 -2.0211
C -1.6394 1.4956 -1.1665
C -2.2907 1.2931 -2.3156
C -1.1360 3.1200 0.5794
C -0.3127 0.8739 -0.9604
H -0.4665 3.6638 -3.0200
H 0.6181 -2.0923 1.9012
H 1.9673 -0.1636 1.5219
H 2.7648 -1.4490 2.7031
H -0.5689 2.3597 1.1778
H -0.2894 0.3916 0.0089
H -0.3738 3.6386 -0.0427
H 1.9806 0.8520 -2.8551
H 1.9747 2.8436 -2.0747
H 1.9867 -3.9994 1.9832
H -3.2506 3.5668 -2.3458
H -3.2693 -1.7740 0.0121
H 4.2542 1.4749 -1.0773
H 0.1456 -4.7186 2.6050
H 1.1805 -4.5275 -0.0576
H -0.1123 -0.9300 2.5918
H 2.5591 3.6955 -0.8863
H 0.6348 -4.2917 -1.4818
H -0.2676 -0.8910 -2.3488
H 1.6952 1.3942 1.6729
H -1.3430 -4.5318 0.8912
H -2.1505 0.1123 2.3409
H 0.5119 1.1318 -3.7020
H -0.1181 -3.8665 3.7618
H 0.4651 4.4242 -2.0874
H 0.3911 1.7620 -0.7994
H 3.0038 1.1958 -0.2605
H -2.5340 -4.2672 1.7790
H -2.8056 3.0336 -0.6361
H 2.6141 -3.0707 0.9179
H -1.5693 3.8606 1.2505
H -3.2744 1.7164 -2.6008
H -2.0624 4.5236 -2.2215
H 2.9649 -2.7229 3.4012
H -1.8929 -1.3515 2.5899
H -4.0195 -2.3237 1.1416
H -1.8570 0.8120 -3.1410
H 1.1347 -0.5211 -1.3796

***

59
Properties=species:S:1:pos:R:3 method="wB97M-V/def2-TZVPD" total_charge=0 homo_lumo_gap_ev=10.2 e_tot_ha=-1376.15512 spin_multiplicity=1 homo_energy_ev=-10.4 fmax_ev_per_a=2.3
O 1.2304 -2.8825 -2.0791
O -0.6281 1.1541 -4.4105
O 3.4424 -2.5497 0.2577
O 1.4362 2.0627 3.6894
O 1.4945 1.0091 -2.0492
O 2.3299 -2.4659 3.0047
O -2.5983 -0.8351 3.0426
O 2.8605 0.2970 1.4828
O 0.1771 2.8660 1.4256
O -1.8318 3.2460 -0.9917
O -2.7128 1.4992 1.5872
O 1.0384 -3.5879 0.7326
O 1.7997 -0.9533 -3.7307
O 0.1275 -0.6569 3.8387
N 1.6539 2.5328 -0.4080
N -0.1642 1.0477 -0.4463
C 0.9764 1.5033 -1.0409
C -0.7934 -0.1794 -0.8866
C -2.3306 -0.0885 -0.8706
C -2.9053 -1.4511 -0.6775
C -2.8562 0.7722 -2.0925
H 2.1907 -3.0447 2.2468
H -2.9187 2.0924 2.3215
H -0.3310 0.2563 -4.6025
H -2.7244 0.2500 -3.0101
H 3.5749 -0.0208 0.9210
H 1.0991 3.2804 -0.0221
H -3.1123 -1.9535 -1.6157
H 2.3502 -1.5741 2.6386
H 2.0030 1.7462 2.9808
H -0.3278 1.2852 -3.5044
H -2.2201 -2.1188 -0.1574
H -1.6673 3.3973 -1.9301
H -2.5326 -1.7542 2.7705
H -3.4109 0.8324 1.6719
H -1.3190 2.4446 -0.8267
H -2.6371 0.5806 -0.0364
H -3.8609 -1.4933 -0.1041
H -0.7723 3.0142 1.5490
H 1.3967 -0.3241 -3.0755
H -0.2555 1.2692 0.5410
H 1.4142 -3.9789 -0.0539
H 1.8656 -2.3184 -2.5895
H -0.4943 -1.0449 -0.2612
H 0.5607 2.1425 3.2996
H 2.5973 1.2084 1.3061
H 0.7558 -0.0278 4.2238
H -2.2295 1.6584 -2.0949
H 0.7460 -2.6883 0.5734
H 1.6360 -3.7381 -2.2877
H -3.9309 1.0946 -2.1087
H 2.5811 2.6678 -0.7762
H 2.7548 -0.7901 -3.6881
H 0.5880 -1.4867 3.6756
H -1.6904 -0.5544 3.2633
H -0.3274 -0.4654 -1.8383
H 3.0610 -2.4857 -0.6270
H 0.5064 3.7685 1.3343
H 3.3340 -3.4667 0.5151

***

59
Properties=species:S:1:pos:R:3 method="wB97M-V/def2-TZVPD" total_charge=0 homo_lumo_gap_ev=9.0 e_tot_ha=-1376.03699 spin_multiplicity=1 homo_energy_ev=-8.9 fmax_ev_per_a=5.0
O -2.7431 -0.2054 3.7536
O 2.4856 -0.9398 1.9197
O 2.9796 -3.0435 -0.4046
O -1.4274 -2.3306 -2.8896
O -2.7188 2.3279 2.4409
O 1.0376 -2.2885 -2.1086
O 1.4133 3.6982 -1.4848
O 1.3785 0.4062 -2.8127
O 0.8827 1.5679 3.4484
O 3.3052 1.9763 0.9893
O -0.1977 2.7426 -3.0779
O -2.0390 -0.1775 -3.6620
O -2.4340 2.1035 -1.8593
O 3.5881 0.1255 -0.6321
N -0.0578 -1.8327 2.9445
N -2.3175 -0.7274 -0.0460
C -3.4554 -0.4520 0.4690
C -0.9152 -0.5452 0.3537
C -0.2145 -1.8481 0.4401
C -0.4362 0.6802 0.4042
C -0.5866 -2.5138 1.7069
H -2.9943 2.1941 -2.6337
H 4.0658 1.8306 1.6325
H -1.2165 1.5000 0.3146
H -1.5050 0.2647 -4.2652
H 0.5845 0.9973 0.5730
H 3.9811 1.0839 -0.6770
H 0.3561 1.3363 4.1384
H -2.2693 0.4486 -2.9462
H -1.6519 2.5215 -2.1657
H 0.5845 -1.0779 2.7443
H -3.2281 1.5364 2.5120
H 1.6332 4.2537 -0.7598
H 1.7059 2.7850 -1.3341
H 0.1799 -2.6073 -2.3191
H 3.7202 -2.6096 -0.8915
H -2.5524 2.4907 1.5130
H -1.6604 -2.6539 1.7805
H -0.5963 -2.4461 -0.3914
H 0.4949 0.4594 -2.3978
H 2.1901 -3.1534 -1.0259
H -2.1176 0.4258 3.7219
H -0.0675 3.5960 -2.6922
H -0.0546 -3.5723 1.6399
H -4.3529 -0.4362 -0.1757
H 2.4127 -1.7402 1.2981
H -3.5335 0.1311 1.4553
H 0.4330 -2.3800 3.5776
H 0.5408 2.0540 -3.1198
H -2.2006 -2.4681 -3.4751
H 3.2876 -1.2314 2.4327
H 1.9132 -0.0328 -2.0081
H 1.2935 -1.6950 -2.8762
H 3.3079 0.1010 0.2856
H -2.3396 -1.0160 3.9354
H 2.7297 2.1332 1.7290
H 0.1606 1.6167 2.8591
H -1.6477 -1.6949 -2.1757
H 0.8857 -1.6687 0.2945

***

59
Properties=species:S:1:pos:R:3 method="wB97M-V/def2-TZVPD" total_charge=-1 homo_lumo_gap_ev=9.1 e_tot_ha=-1396.72242 spin_multiplicity=1 homo_energy_ev=-6.6 fmax_ev_per_a=2.2
O 1.4672 -2.1122 2.6592
O 4.2001 0.5980 -2.1089
O 0.7193 4.4005 1.7943
O 3.5896 -1.7200 0.0045
O -2.0930 0.6879 2.5554
O -1.2804 -1.7486 0.1422
O -1.8875 1.7114 -3.8052
O -3.5490 -0.3157 0.1398
O -0.8981 -1.6765 2.6354
O -3.9244 1.0674 -2.2874
O 0.9635 0.5870 -3.6377
O 0.3639 -0.3853 4.6261
O 1.6251 2.6792 -0.4432
O -3.3378 -3.1068 1.4564
O 0.5877 -2.4213 -3.7233
N 0.9835 -0.9028 0.2173
C -0.0918 -1.4160 -0.5576
C 2.1938 0.7627 1.4835
C 0.9604 0.5218 0.5998
C 0.9271 1.4109 -0.6789
C -0.4073 1.9905 -1.1813
H -2.5481 1.1650 -3.3032
H -0.5433 -0.4394 4.3141
H -1.0773 -1.7591 1.2592
H 3.9383 0.0277 -1.3691
H -2.6606 -0.6980 -0.0582
H 3.4524 -1.5851 0.9387
H -1.6529 -2.2331 2.8540
H 1.4327 1.3439 -4.0082
H 1.7174 -3.0235 2.8549
H 0.7023 -1.2619 4.4383
H -0.8883 2.8047 -0.6377
H -2.5242 -2.8495 0.9805
H -4.0230 0.3006 -1.6924
H 0.0656 0.9554 -3.5817
H 1.2260 3.9925 1.0695
H -0.4042 -0.8384 -1.4357
H -0.3107 2.3829 -2.1901
H 0.2711 -2.4106 -0.8927
H -1.5555 -0.1614 2.5741
H 2.5864 1.7849 1.4834
H -3.2876 0.3226 0.8309
H 1.0761 -1.4738 1.0673
H -1.1606 1.2023 -1.2543
H -3.7715 -2.2417 1.4663
H 2.7516 -1.8884 -0.4304
H 3.4458 0.4293 -2.6869
H -1.4851 1.3840 2.8147
H -3.8087 1.7464 -1.6112
H 3.1017 0.2620 1.1503
H 0.4880 -2.1506 2.7953
H 0.2243 0.9954 1.2809
H 0.0277 3.7243 1.6995
H 1.3755 0.9714 -1.5714
H 2.5065 2.4630 -0.1243
H -1.5800 1.0543 -4.4448
H 0.0127 -2.8086 -3.0638
H 2.0186 0.4798 2.5205
H 0.8013 -1.5019 -3.5399

***

58
Properties=species:S:1:pos:R:3 method="wB97M-V/def2-TZVPD" total_charge=0 homo_lumo_gap_ev=8.2 e_tot_ha=-1341.74074 spin_multiplicity=1 homo_energy_ev=-8.7 fmax_ev_per_a=5.7
O 1.3304 -1.0023 -3.2745
O -1.7601 4.3550 1.3619
O 0.1705 -0.9636 -0.4527
O 2.0858 -3.0039 -1.9371
O -0.0422 2.0499 -3.3074
O -0.9268 -3.3637 1.8146
O 1.7224 1.7433 2.9560
O -1.1768 -3.3620 -2.0241
O 4.8500 -0.0205 -1.1729
O -1.7726 1.9348 2.4448
O 2.3500 -2.7243 0.6018
O 2.9651 -0.7779 2.1840
O 2.1954 1.4591 0.4383
O 0.3508 3.7415 -0.1616
O -0.4445 -0.7435 3.7031
C -3.4593 0.0836 0.2522
C -3.0773 0.4946 -1.0395
C -2.2949 -0.3568 -1.9707
C -3.4254 -1.2477 0.6934
C -3.2092 1.7674 -1.5271
H 1.7801 0.6479 0.2924
H -1.3529 -3.5307 -1.1288
H -0.3379 -3.0468 -2.3134
H -2.2149 -1.4161 -1.8660
H 1.1842 4.2269 -0.1732
H 2.2019 2.4115 2.5064
H -0.1329 -1.7082 -1.0168
H 0.1189 3.5574 -1.0980
H 2.8383 -2.1088 1.2012
H 1.9460 -0.9240 -2.5379
H -0.2582 -1.3062 2.9341
H 4.6637 -0.9047 -0.9715
H -0.5341 1.3252 -3.6094
H 1.9199 2.2103 -0.0605
H -2.4842 4.1783 0.7448
H 2.2476 -0.2658 2.6344
H 0.1209 -1.3024 0.4371
H -1.0219 -0.1122 3.2861
H 0.8513 -0.2012 -3.4316
H 4.0549 0.5368 -1.0657
H -1.2370 0.0385 -2.1271
H -3.4282 -1.3367 1.7944
H -1.2649 2.0480 1.6005
H 0.8024 2.0264 2.7311
H -2.7708 2.2120 -2.4120
H 1.9050 -3.4548 -2.7520
H -1.0748 -4.2987 1.4364
H 1.6144 -2.6501 1.1501
H -3.3417 -2.1478 0.2092
H -1.0004 4.7160 0.8465
H 3.2354 -0.2256 1.4482
H -3.9129 2.5030 -0.8709
H -0.2475 2.7196 -4.0234
H -1.5096 -3.1962 2.5853
H -1.5931 2.9237 2.6242
H -2.7370 -0.2833 -2.9826
H 2.1550 -3.3493 -1.1123
H -3.3650 0.8821 0.9447

***

The following energy above the lowest of the compared OMol25 structures with the same formula, charge and spin values (in kcal/mol) correspond, in order, to the records above: 94.5; 69.0; 98.6; 172.7; 65.5; 126.7.